--- A ---
The following is a quantum chemistry calculation of a cluster of 2 separate species, C2H8N4 in total, from the OMol25 dataset.

Cartesian coordinates (Å):
C  0.768  1.403  0.366
C  -0.519  -1.356  -0.591
N  -1.736  -1.639  -0.420
N  0.538  -1.710  -1.184
N  0.891  2.495  1.072
N  -0.045  0.443  0.654
H  1.410  1.304  -0.504
H  -2.250  -2.254  -1.069
H  -2.313  -1.277  0.340
H  0.674  -2.659  -1.563
H  1.353  -1.101  -1.287
H  1.591  3.194  0.858
H  0.336  2.672  1.904
H  -0.700  0.486  1.424

Results
Total charge: +2
LUMO energy (eV): -11.052

natural (NBO) atomic charge list, values in e, 5 entries: 0.35 0.89 -0.72 -0.72 -0.69

***

--- B ---
The following is a quantum chemistry calculation of the ion C2H8N4 with charge +2, from the OMol25 dataset.

Cartesian coordinates (Å):
C  -1.007  -1.806  -2.081
N  -0.181  -1.075  -1.553
C  0.948  -0.510  -1.219
N  1.148  0.221  -0.141
N  0.284  0.041  1.022
N  -0.472  1.248  1.458
H  -2.102  -1.428  -2.413
H  -0.882  -2.909  -2.146
H  1.814  -0.200  -1.921
H  2.091  0.464  -0.056
H  0.796  -0.385  1.804
H  -0.953  0.936  2.268
H  -1.020  1.498  0.678
H  0.231  2.008  1.864

Results
SMILES: C=N/C=[NH+]\N[NH3+]
Total charge: +2
LUMO energy (eV): -8.745

natural (NBO) atomic charge list, values in e, 5 entries: 0.16 -0.37 0.37 -0.41 -0.29

***

--- C ---
The following is a quantum chemistry calculation of a cluster of 2 separate species, C2H8N4 in total, from the OMol25 dataset.

Cartesian coordinates (Å):
C  1.293  0.090  -0.027
C  -1.359  0.168  0.146
N  1.783  0.522  1.080
N  -1.950  -0.525  1.054
N  1.657  -0.622  -1.000
N  -1.691  0.770  -0.924
H  1.492  1.076  1.912
H  2.808  0.589  1.166
H  -1.206  -0.969  1.724
H  -2.834  -0.977  0.916
H  1.017  -0.974  -1.810
H  2.580  -0.820  -1.412
H  -0.963  1.085  -1.572
H  -2.627  0.587  -1.253

Results
Total charge: +2
LUMO energy (spin up / spin down) (eV): -10.616 / -10.750

natural (NBO) atomic charge list, values in e, 5 entries: 0.67 0.66 -0.78 -0.77 -0.79

***

Relative to the most stable one, in eV, the structures come out at A 0.000; B 1.813; C 1.550.

***

--- A ---
The following is a quantum chemistry calculation of a structure of composition C3H6N4O, from the OMol25 dataset.

Cartesian coordinates (Å):
C  0.147  -0.776  0.889
C  -0.703  1.830  -0.395
N  -0.412  0.405  -0.455
N  1.041  -1.659  0.305
N  -1.397  -0.440  -0.648
C  2.279  -1.279  -0.028
O  -2.540  -0.013  -0.810
N  3.327  -0.909  -0.325
H  0.643  -2.416  -0.237
H  0.625  -0.013  1.489
H  -0.662  -1.274  1.410
H  -1.246  2.115  -1.300
H  -1.352  2.069  0.453
H  0.250  2.359  -0.347

Results
LUMO energy (eV): 0.375

natural (NBO) atomic charge list, values in e, 5 entries: 0.03 -0.48 -0.26 -0.64 0.16

***

--- B ---
The following is a quantum chemistry calculation of a structure of composition C3H6N4O, from the OMol25 dataset.

Cartesian coordinates (Å):
C  0.762  0.024  0.450
C  -1.343  0.863  0.877
C  -1.133  0.441  -0.619
H  0.871  -1.547  -1.323
H  3.096  -0.938  -1.456
H  1.754  -1.712  1.482
H  -2.946  2.032  0.825
H  -1.567  -0.572  -0.873
H  -1.451  1.318  -1.268
N  2.141  -1.511  -0.700
N  1.922  -0.353  0.443
N  -0.146  0.302  1.517
N  -2.256  1.516  1.489
O  0.294  0.137  -0.845

Results
LUMO energy (eV): -1.784

natural (NBO) atomic charge list, values in e, 5 entries: 0.61 0.39 -0.17 0.40 0.38

***

--- C ---
The following is a quantum chemistry calculation of the molecule C3H6N4O, from the OMol25 dataset.

Cartesian coordinates (Å):
H  1.171  0.811  -0.528
N  1.200  0.666  0.564
C  0.452  -0.471  0.793
C  -0.328  -1.388  -0.176
N  -0.457  -1.167  -1.428
N  0.471  -0.052  -1.940
C  -0.374  0.787  -2.332
N  0.089  -0.567  2.126
O  0.506  0.401  2.870
H  -1.177  -1.946  0.431
H  0.133  1.634  -2.910
H  -1.383  0.703  -2.017
H  -0.936  -0.665  2.355
H  0.634  1.252  2.192

Results
SMILES: [H]/N=C(\C=N/N=C)NO
LUMO energy (eV): -0.203

natural (NBO) atomic charge list, values in e, 5 entries: 0.38 -0.75 0.30 0.03 -0.25

***

--- D ---
The following is a quantum chemistry calculation of a structure of composition C3H6N4O, from the OMol25 dataset.

Cartesian coordinates (Å):
C  0.900  0.195  -0.571
C  -0.691  -1.369  -0.797
C  -0.979  -0.452  0.148
H  2.288  2.941  -0.106
H  1.142  1.851  1.279
H  1.405  -2.064  -0.498
H  -1.045  -2.590  -0.608
H  -2.723  0.571  1.045
H  -2.816  -0.923  0.452
N  2.183  1.802  0.595
N  2.050  0.831  -0.597
N  0.678  -1.028  -1.354
N  -2.116  -0.401  0.905
O  -0.273  0.637  0.108

Results
LUMO energy (eV): -0.281

natural (NBO) atomic charge list, values in e, 5 entries: 0.56 -0.24 0.42 0.35 0.35

***

Relative to the most stable one, in eV, the structures come out at A 0.000; B 5.504; C 1.198; D 3.582.

***

--- A ---
The following is a quantum chemistry calculation of a structure of composition C3H6N4O, from the OMol25 dataset.

Cartesian coordinates (Å):
C  1.105  0.129  -0.127
C  -0.469  0.289  0.176
C  0.016  -1.563  -1.034
H  1.702  2.104  2.062
H  0.687  0.974  2.241
H  -0.927  -0.293  1.060
H  -0.733  1.428  0.127
H  -2.602  -0.517  -1.937
H  -0.175  -2.371  -1.673
N  1.164  1.717  1.314
N  1.838  0.761  0.553
N  -0.780  -0.574  -0.988
N  1.254  -1.132  -0.671
O  -2.080  -0.952  -1.102

Results
LUMO energy (eV): 0.332

natural (NBO) atomic charge list, values in e, 5 entries: 0.37 -0.37 0.28 0.36 0.29

***

--- B ---
The following is a quantum chemistry calculation of a cluster of 2 separate species, C3H6N4O in total, from the OMol25 dataset.

Cartesian coordinates (Å):
O  -0.524  -1.672  1.201
C  0.091  -0.644  1.390
C  1.357  -0.274  0.684
N  2.289  0.550  1.179
N  3.307  0.593  0.258
N  2.988  -0.130  -0.699
N  1.886  -0.780  -0.485
H  -0.305  -0.003  2.200
H  1.327  -1.454  -1.030
C  -2.406  0.777  -1.066
H  -3.041  1.509  -0.247
H  -1.984  0.000  -0.364
H  -3.446  0.438  -1.435
H  -1.539  1.091  -1.585

Results
SMILES: O=Cc1nnn[nH]1.C
LUMO energy (eV): -0.673

natural (NBO) atomic charge list, values in e, 5 entries: -0.49 0.38 0.16 -0.26 -0.05

***

--- C ---
The following is a quantum chemistry calculation of a structure of composition C3H6N4O, from the OMol25 dataset.

Cartesian coordinates (Å):
C  0.328  -0.856  -0.212
C  0.034  0.163  1.082
C  -1.467  0.279  -1.099
H  2.834  -2.758  0.111
H  -1.290  -0.017  1.285
H  0.896  -0.194  1.931
H  0.804  1.713  -0.234
H  -1.725  2.322  -0.001
H  -2.257  0.534  -1.778
N  1.250  -1.696  -0.503
N  0.022  1.490  0.510
N  -1.129  1.413  -0.330
N  -0.836  -0.849  -0.952
O  2.534  -1.544  0.190

Results
LUMO energy (eV): 0.574

natural (NBO) atomic charge list, values in e, 5 entries: 0.31 -0.32 0.28 0.48 0.23

***

--- D ---
The following is a quantum chemistry calculation of the molecule C3H6N4O, from the OMol25 dataset.

Cartesian coordinates (Å):
N  2.870  -0.374  0.168
N  1.804  0.625  -0.076
C  0.416  0.346  0.015
N  -0.411  1.361  -0.050
C  -1.825  0.833  0.076
C  -2.113  -0.490  0.155
N  -1.303  -1.437  0.184
O  -0.001  -0.892  -0.490
H  2.947  -0.735  1.239
H  3.210  -1.287  -0.469
H  2.071  1.555  -0.001
H  -2.374  1.265  -0.941
H  -2.183  1.609  0.806
H  -3.248  -0.637  0.229

Results
SMILES: NNC1=NCC=NO1
LUMO energy (eV): 0.695

natural (NBO) atomic charge list, values in e, 5 entries: -0.73 -0.45 0.64 -0.51 -0.35

***

Relative to the most stable one, in eV, the structures come out at A 3.256; B 0.000; C 3.816; D 2.761.

***

--- A ---
The following is a quantum chemistry calculation of a structure of composition C3H6N4O, from the OMol25 dataset.

Cartesian coordinates (Å):
C  -2.277  -0.312  0.011
C  0.178  0.189  -0.086
C  2.406  0.315  0.987
H  -2.988  -0.502  -0.849
H  -2.142  -1.185  0.734
H  -2.834  0.619  0.218
H  -1.284  -0.410  -1.853
H  3.393  0.341  1.555
H  1.188  -0.249  -1.689
N  -1.017  -0.220  -0.605
N  0.190  0.467  1.148
N  1.470  0.761  1.575
N  1.363  0.434  -0.904
O  2.355  -0.245  -0.242

Results
LUMO energy (eV): 0.252

natural (NBO) atomic charge list, values in e, 5 entries: -0.42 0.50 0.33 0.19 0.22

***

--- B ---
The following is a quantum chemistry calculation of the molecule C3H6N4O, from the OMol25 dataset.

Cartesian coordinates (Å):
C  -1.418  0.835  -0.270
C  0.203  0.630  0.235
C  0.402  -1.848  0.181
N  1.223  1.542  0.239
N  2.338  1.027  0.126
N  2.148  -0.290  0.049
N  0.742  -0.607  0.113
O  -2.843  1.059  0.334
H  -1.350  1.617  -1.055
H  -1.685  -0.205  -0.790
H  1.009  -2.698  -0.128
H  -0.649  -2.030  0.454
H  -2.857  2.029  0.705
H  2.738  -1.062  -0.196

Results
LUMO energy (eV): 0.674

natural (NBO) atomic charge list, values in e, 5 entries: -0.11 0.13 -0.39 -0.22 -0.03

***

Relative to the most stable one, in eV, the structures come out at A 0.000; B 0.378.